51
Properties=species:S:1:pos:R:3 method="wB97M-V/def2-TZVPD" total_charge=-1 homo_energy_ev=-3.7
S -1.431 0.978 -1.488
C -1.119 2.541 -2.346
I 0.230 2.086 -4.052
C -0.285 3.471 -1.458
C -0.949 3.764 -0.091
C 0.108 3.638 0.999
C 0.961 4.681 1.216
C 1.942 4.540 2.173
C 2.027 3.380 2.874
C 1.175 2.336 2.661
C 0.199 2.464 1.707
H -0.244 0.361 -1.220
H -0.092 4.428 -1.953
H 0.706 3.027 -1.278
H -1.752 3.065 0.137
H -1.372 4.769 -0.041
H 0.894 5.608 0.663
H 2.633 5.359 2.322
H 2.786 3.247 3.639
H 1.265 1.405 3.206
H -0.509 1.684 1.458
C 1.992 -1.383 -1.069
C 2.460 -2.775 -0.734
O 2.511 -2.753 0.685
C 1.564 -1.847 1.087
O 1.143 -1.767 2.195
O 1.169 -1.073 0.060
F 3.706 -3.017 -1.215
H 2.816 -0.672 -1.126
H 1.419 -1.334 -1.992
H 1.788 -3.571 -1.060
C 2.497 -4.774 3.550
C 1.143 -5.421 3.434
O 1.271 -6.553 4.279
C 2.183 -6.225 5.242
O 2.340 -6.827 6.251
O 2.877 -5.116 4.889
F 0.892 -5.842 2.168
H 3.218 -5.196 2.849
H 2.459 -3.696 3.412
H 0.314 -4.801 3.777
C -3.812 0.359 -4.407
C -4.740 1.423 -3.872
O -5.644 1.613 -4.961
C -5.705 0.434 -5.635
O -6.546 0.156 -6.429
O -4.691 -0.383 -5.276
F -4.108 2.582 -3.627
H -2.989 0.772 -4.990
H -3.401 -0.276 -3.628
H -5.301 1.127 -2.984

35
Properties=species:S:1:pos:R:3 method="wB97M-V/def2-TZVPD" multiplicity=5 total_charge=-1 homo_energy_ev="-4.3 / -4.2"
Cr -0.818 0.272 -1.095
O 3.371 -0.649 -2.493
C 3.858 -0.703 -1.229
C 5.231 -0.837 -1.067
C 5.781 -0.892 0.196
C 4.970 -0.810 1.319
C 3.604 -0.707 1.174
C 3.027 -0.671 -0.097
C 1.581 -0.604 -0.224
O 1.014 0.002 -1.267
N 0.796 -1.119 0.687
N -0.498 -0.835 0.363
C -1.479 -1.282 1.143
C -2.856 -1.118 0.851
C -3.833 -1.520 1.785
C -5.172 -1.317 1.565
C -5.615 -0.730 0.383
C -4.702 -0.355 -0.583
C -3.345 -0.536 -0.357
O -2.460 -0.106 -1.262
H 2.438 -0.378 -2.455
H 5.844 -0.893 -1.951
H 6.849 -0.988 0.308
H 5.404 -0.828 2.307
H 2.959 -0.636 2.038
H -1.174 -1.798 2.050
H -3.486 -1.959 2.707
H -5.888 -1.602 2.323
H -6.667 -0.557 0.217
H -5.013 0.116 -1.509
Se -2.653 5.733 -2.260
Sb -0.722 4.671 -1.214
Se 1.249 5.722 -2.220
Se -0.802 5.684 1.005
Se -0.791 2.232 -1.142

108
Properties=species:S:1:pos:R:3 method="wB97M-V/def2-TZVPD" multiplicity=2 total_charge=+3 relative_energy_kj_mol=43.2 homo_energy_ev="-15.5 / -15.5"
Ir -1.098 0.204 -0.580
C -1.023 2.462 4.877
C -2.218 2.213 4.212
C -2.243 2.190 2.827
C -1.072 2.425 2.112
C 0.123 2.689 2.773
C 0.141 2.704 4.161
As -1.117 2.448 0.198
C -2.473 3.650 -0.382
C -3.849 3.514 -0.423
C -4.620 4.603 -0.805
C -4.008 5.802 -1.142
C -2.624 5.924 -1.125
C -1.837 4.842 -0.760
C -0.353 4.825 -0.766
C 0.469 5.886 -1.122
C 1.850 5.730 -1.100
C 2.430 4.526 -0.721
C 1.625 3.457 -0.359
C 0.253 3.619 -0.392
H -1.005 2.486 5.959
H -3.131 2.058 4.771
H -3.191 2.039 2.321
H 1.027 2.908 2.221
H 1.064 2.922 4.683
H -4.345 2.590 -0.154
H -5.698 4.516 -0.837
H -4.614 6.651 -1.430
H -2.170 6.865 -1.405
H 0.047 6.837 -1.417
H 2.482 6.563 -1.377
H 3.507 4.428 -0.700
H 2.064 2.522 -0.039
O 0.558 -0.113 0.500
P 1.727 -1.055 0.093
C 1.045 -2.731 0.231
C 1.744 -3.953 -0.384
C 1.149 -5.210 0.260
C -0.390 -5.125 0.366
C -0.955 -4.083 -0.599
C -0.444 -2.698 -0.186
C 2.359 -0.615 -1.580
C 1.755 0.715 -2.082
C 1.663 0.798 -3.606
C 2.927 0.230 -4.238
C 3.069 -1.265 -3.902
C 2.254 -1.688 -2.670
C 3.032 -0.658 1.280
C 2.543 -0.495 2.732
C 2.578 -1.771 3.569
C 3.937 -2.453 3.485
C 4.273 -2.788 2.036
C 4.291 -1.544 1.149
H 1.107 -2.876 1.317
H 2.824 -3.924 -0.240
H 1.569 -3.982 -1.457
H 1.591 -5.360 1.247
H 1.438 -6.075 -0.338
H -0.693 -4.865 1.385
H -0.831 -6.099 0.159
H -2.046 -4.080 -0.581
H -0.659 -4.323 -1.622
H -1.038 -2.343 0.650
H -0.605 -1.982 -1.038
H 3.429 -0.466 -1.390
H 2.343 1.556 -1.709
H 0.730 0.885 -1.672
H 1.512 1.841 -3.889
H 0.790 0.249 -3.966
H 3.790 0.790 -3.870
H 2.910 0.376 -5.316
H 4.117 -1.509 -3.722
H 2.758 -1.882 -4.746
H 2.647 -2.637 -2.321
H 1.202 -1.852 -2.928
H 3.300 0.346 0.923
H 1.548 -0.043 2.744
H 3.213 0.234 3.197
H 1.798 -2.472 3.248
H 2.342 -1.512 4.602
H 3.946 -3.359 4.091
H 4.705 -1.793 3.900
H 3.553 -3.526 1.668
H 5.252 -3.263 1.973
H 4.471 -1.825 0.105
H 5.145 -0.927 1.436
Te -3.400 -0.246 0.391
C -2.990 -1.363 2.083
C -1.790 -1.247 2.791
C -1.615 -2.002 3.934
C -2.628 -2.856 4.373
C -3.830 -2.948 3.681
C -4.022 -2.197 2.533
H -1.021 -0.551 2.473
H -0.696 -1.919 4.499
H -2.481 -3.445 5.270
H -4.619 -3.595 4.040
H -4.960 -2.270 1.995
N -4.235 -1.053 -5.037
C -3.834 0.193 -5.299
N -4.205 0.776 -6.429
N -3.049 0.910 -4.487
C -2.640 0.564 -3.331
N -2.173 0.386 -2.279
H -4.828 -1.564 -5.671
H -3.970 -1.507 -4.182
H -4.792 0.323 -7.108
H -3.892 1.716 -6.612

112
Properties=species:S:1:pos:R:3 method="wB97M-V/def2-TZVPD" total_charge=+1 relative_energy_kj_mol=160.2 homo_energy_ev=-9.3
Y -0.021 -0.077 0.014
C 3.507 -0.279 -0.348
C 2.923 -0.374 -1.759
N 1.715 0.443 -1.895
C 1.978 1.878 -1.993
C 2.027 2.557 -0.646
C 2.776 3.719 -0.504
C 2.828 4.339 0.731
C 2.159 3.751 1.791
C 1.441 2.580 1.572
C 0.720 1.915 2.716
N 0.581 0.467 2.532
C 1.759 -0.277 2.997
C 2.916 -0.181 2.000
N 2.497 -0.606 0.661
N 1.353 2.010 0.367
H 3.847 0.744 -0.169
H 4.383 -0.940 -0.282
H 2.641 -1.412 -1.969
H 3.703 -0.068 -2.476
H 1.240 0.146 -2.745
H 1.175 2.350 -2.569
H 2.923 2.075 -2.522
H 3.307 4.122 -1.350
H 3.399 5.243 0.870
H 2.195 4.188 2.776
H -0.286 2.354 2.766
H 1.235 2.155 3.659
H -0.217 0.165 3.092
H 1.468 -1.323 3.120
H 2.113 0.093 3.971
H 3.759 -0.781 2.372
H 3.248 0.861 1.940
H 2.385 -1.622 0.673
Cl -2.558 -1.734 -6.984
C -1.902 -1.641 -5.385
C -1.269 -2.765 -4.828
C -0.743 -2.702 -3.569
C -0.815 -1.523 -2.774
O -0.309 -1.520 -1.593
C -1.449 -0.381 -3.374
C -1.552 0.863 -2.696
O -1.053 1.159 -1.599
C -1.992 -0.477 -4.674
H -1.202 -3.675 -5.407
H -0.253 -3.565 -3.141
H -2.118 1.645 -3.230
H -2.468 0.395 -5.095
O -3.027 -0.644 1.262
C -2.124 0.013 0.858
C -5.274 6.319 4.270
C -4.628 5.247 3.450
C -4.320 5.465 2.115
C -3.683 4.500 1.352
C -3.345 4.768 -0.084
C -3.342 3.287 1.960
Se -2.176 2.089 0.925
C -3.682 3.022 3.287
C -3.357 1.720 3.960
C -4.319 4.018 4.013
H -5.433 7.214 3.674
H -4.643 6.580 5.117
H -6.231 5.977 4.659
H -4.572 6.415 1.663
H -3.717 5.739 -0.399
H -3.780 4.002 -0.727
H -2.263 4.737 -0.229
H -3.278 0.906 3.240
H -4.137 1.459 4.673
H -2.419 1.808 4.512
H -4.570 3.832 5.049
C -0.507 -3.892 4.924
C 0.212 -4.883 3.998
C 1.659 -4.395 3.823
C 0.268 -6.242 4.704
Si -0.772 -5.020 2.303
Br -0.249 -2.737 1.348
C -2.722 -5.054 2.437
C -3.369 -5.367 1.082
C -3.303 -3.711 2.893
C -3.153 -6.142 3.430
C 0.023 -6.203 0.965
C -0.377 -5.815 -0.463
C -0.400 -7.656 1.216
C 1.554 -6.146 1.031
H 0.054 -3.774 5.849
H -1.495 -4.253 5.191
H -0.598 -2.915 4.455
H 2.019 -3.988 4.764
H 1.734 -3.622 3.067
H 2.318 -5.211 3.550
H 0.814 -6.143 5.640
H 0.784 -6.979 4.096
H -0.722 -6.622 4.935
H -3.084 -4.633 0.333
H -4.452 -5.326 1.187
H -3.113 -6.362 0.730
H -3.093 -2.927 2.171
H -2.926 -3.399 3.860
H -4.384 -3.802 2.972
H -2.723 -7.109 3.179
H -4.236 -6.244 3.409
H -2.870 -5.890 4.447
H -1.437 -5.949 -0.643
H 0.160 -6.449 -1.166
H -0.116 -4.782 -0.675
H -1.472 -7.791 1.113
H -0.105 -7.992 2.207
H 0.085 -8.303 0.487
H 1.911 -5.125 0.937
H 1.971 -6.730 0.213
H 1.925 -6.570 1.957